Molecular formula: C76H209N19O19
Method: DFT, ωB97M-V with the def2-TZVPD basis set

Results
Max |F|: 0.068 Eh/bohr
Energy above the lowest of the compared OMol25 structures with the same formula, charge and spin: 0.000 eV
HOMO level: -8.61 eV
DFT total energy: -5490.569350 a.u.
LUMO energy: 0.584 eV

Each line ends with the Löwdin charge.
Atoms and positions in Å:
C1 5.661705 -1.730448 0.369497  -0.060
C2 6.661312 -0.605572 0.373201  -0.416
C3 6.478613 0.066837 -0.977829  -0.255
O1 7.097061 -0.678897 -2.005953  -0.197
C4 7.146527 0.064122 -3.211978  -0.084
N1 6.270294 0.409480 1.343442  0.051
H1 5.893165 -2.407986 -0.450360  0.079
H2 4.662819 -1.338338 0.204674  0.075
H3 5.647950 -2.391896 1.247172  0.079
H4 7.758002 -0.892900 0.420045  0.162
H5 6.973099 1.072973 -0.958064  0.128
H6 5.426106 0.292457 -1.159600  0.092
H7 6.150743 0.487907 -3.324281  0.066
H8 7.390792 -0.695057 -3.948518  0.088
H9 7.889663 0.869108 -3.106525  0.100
H10 5.862171 0.066066 2.182175  0.040
H11 7.046938 1.005398 1.621038  0.084
C5 1.565913 4.175292 -7.991410  -0.059
C6 0.610450 3.357876 -7.138398  -0.438
C7 0.119471 4.083967 -5.837825  -0.166
O2 -0.690012 3.208264 -5.045048  -0.216
C8 -0.072099 2.008173 -4.624525  -0.095
N2 -0.611697 3.011991 -7.948729  0.020
H12 1.854683 3.717308 -8.968633  0.095
H13 2.473486 4.325392 -7.425295  0.061
H14 1.015215 5.095824 -8.239160  0.083
H15 1.024352 2.398275 -6.789342  0.096
H16 -0.521141 4.896830 -6.280937  0.141
H17 0.958001 4.523768 -5.287463  0.123
H18 -0.807709 1.464309 -4.017757  0.073
H19 0.733084 2.199134 -3.932991  0.064
H20 0.278961 1.329132 -5.405788  0.060
H21 -0.779376 3.829883 -8.581612  0.080
H22 -1.467307 3.070973 -7.337792  0.087
C9 -5.803169 -0.184180 7.570759  -0.050
C10 -4.804700 0.530341 6.714817  -0.433
C11 -3.770894 1.356703 7.549103  -0.234
O3 -4.438148 2.483393 7.977520  -0.199
C12 -3.669070 3.290042 8.844823  -0.093
N3 -4.001322 -0.386679 5.894861  0.054
H23 -6.284262 0.484694 8.261031  0.078
H24 -5.167509 -0.857167 8.156769  0.079
H25 -6.485222 -0.814367 7.006604  0.081
H26 -5.236526 1.345069 6.163651  0.117
H27 -2.901476 1.638577 6.882127  0.119
H28 -3.442362 0.733882 8.351808  0.111
H29 -2.744061 3.508201 8.315933  0.079
H30 -3.477218 2.725228 9.753265  0.086
H31 -4.220945 4.222935 9.057404  0.097
H32 -4.541320 -1.215131 5.797135  0.055
H33 -3.884756 -0.018209 4.945399  0.039
C13 -3.908067 0.378759 1.046978  -0.046
C14 -4.407295 1.328980 2.085781  -0.420
C15 -5.887648 1.149504 2.512413  -0.165
O4 -6.820359 1.420592 1.442983  -0.197
C16 -7.382663 2.727786 1.432310  -0.106
N4 -3.524353 1.350455 3.256706  0.068
H34 -4.664581 0.099033 0.309984  0.084
H35 -3.534847 -0.528061 1.505195  0.058
H36 -3.092114 0.855199 0.521943  0.057
H37 -4.415458 2.324164 1.653849  0.113
H38 -6.064719 1.757850 3.416674  0.111
H39 -6.140105 0.120550 2.739302  0.122
H40 -7.976612 2.825277 0.504558  0.096
H41 -6.658307 3.527977 1.488806  0.051
H42 -8.102291 2.752291 2.239882  0.081
H43 -2.552254 1.381251 3.041126  0.032
H44 -3.739581 2.254112 3.701838  0.057
C17 4.625312 -5.724766 2.402399  -0.044
C18 3.117064 -6.083681 2.345578  -0.452
C19 2.589090 -5.690990 0.951590  -0.226
O5 2.782942 -4.308418 0.740879  -0.233
C20 2.801721 -3.924055 -0.629949  -0.087
N5 2.907361 -7.467444 2.645181  0.042
H45 5.173727 -6.089761 1.503704  0.089
H46 5.077163 -6.188523 3.271428  0.068
H47 4.767907 -4.639844 2.428221  0.059
H48 2.496805 -5.560032 3.082083  0.117
H49 1.499562 -5.944242 0.830651  0.119
H50 3.165791 -6.281426 0.174517  0.137
H51 1.870598 -4.258617 -1.115175  0.083
H52 3.676430 -4.268037 -1.133636  0.083
H53 2.839505 -2.845705 -0.585848  0.068
H54 1.936222 -7.678045 2.569026  0.058
H55 3.378600 -8.023499 1.931844  0.080
C21 1.169718 -4.042588 -4.491889  -0.027
C22 0.279851 -2.926462 -5.120964  -0.432
C23 -1.158383 -3.048013 -4.643552  -0.191
O6 -1.661960 -4.256908 -5.240740  -0.198
C24 -2.896601 -4.680277 -4.704738  -0.104
N6 0.722910 -1.603701 -4.789690  0.086
H56 1.156035 -3.930168 -3.398173  0.063
H57 2.191973 -4.043466 -4.877220  0.061
H58 0.790229 -5.029818 -4.696506  0.070
H59 0.273582 -3.134748 -6.203870  0.125
H60 -1.785084 -2.226382 -4.990639  0.089
H61 -1.056250 -3.126069 -3.513635  0.140
H62 -2.829499 -4.738581 -3.605761  0.069
H63 -3.118594 -5.623158 -5.139443  0.074
H64 -3.657970 -3.927706 -4.933731  0.093
H65 0.653536 -0.978168 -5.568274  0.019
H66 1.686191 -1.655476 -4.547139  0.027
C25 2.554830 4.495515 -1.312965  -0.052
C26 3.440358 3.288690 -1.152327  -0.411
C27 3.672180 2.633065 -2.472262  -0.254
O7 4.192523 3.466993 -3.446956  -0.170
C28 4.154877 2.928745 -4.800454  -0.047
N7 4.734342 3.675740 -0.519591  0.079
H67 1.657930 4.162774 -1.860684  0.077
H68 3.121838 5.174001 -1.939766  0.087
H69 2.226907 4.907116 -0.376373  0.064
H70 2.863576 2.549600 -0.563268  0.121
H71 2.687919 2.269119 -2.799997  0.104
H72 4.323182 1.774098 -2.308565  0.104
H73 3.168009 2.542804 -5.110932  0.079
H74 4.925706 2.149562 -4.886705  0.063
H75 4.370395 3.774622 -5.478703  0.091
H76 5.180264 4.356874 -1.101896  0.068
H77 5.365241 2.902644 -0.525166  0.037
C29 -0.148039 1.349503 5.447950  -0.028
C30 0.989532 0.247319 5.541872  -0.418
C31 2.324784 0.719228 5.144492  -0.201
O8 2.211988 1.238418 3.794134  -0.209
C32 3.469624 1.762487 3.346449  -0.092
N8 1.098886 -0.174082 6.926551  0.061
H78 -1.142256 1.037928 5.733880  0.045
H79 -0.264691 1.739428 4.454239  0.033
H80 0.049959 2.173319 6.115016  0.076
H81 0.695877 -0.497567 4.821144  0.099
H82 3.052453 -0.098477 5.126887  0.122
H83 2.691382 1.442775 5.854496  0.125
H84 4.265835 0.975190 3.355469  0.083
H85 3.814433 2.623483 3.854013  0.053
H86 3.434527 2.116356 2.327170  0.072
H87 1.326513 -1.152881 7.053562  0.050
H88 0.159179 -0.087716 7.354972  0.071
C33 5.558959 -0.218577 -6.735065  -0.050
C34 4.680245 -1.493417 -6.596116  -0.394
C35 4.714096 -1.907343 -5.099683  -0.233
O9 4.182796 -0.886538 -4.312874  -0.203
C36 4.047821 -1.475541 -2.997904  -0.090
N9 3.350683 -1.184104 -7.063339  0.044
H89 5.364674 0.447319 -5.893973  0.035
H90 5.340658 0.314804 -7.679947  0.084
H91 6.613847 -0.514672 -6.722269  0.077
H92 5.102793 -2.327070 -7.155955  0.136
H93 5.727407 -2.091233 -4.786508  0.111
H94 4.063675 -2.785773 -4.980859  0.108
H95 3.901482 -0.705378 -2.242580  0.065
H96 4.989561 -1.953029 -2.731967  0.083
H97 3.168187 -2.166197 -2.945012  0.085
H98 2.913927 -0.465936 -6.510139  0.055
H99 2.679992 -1.955159 -7.055685  0.073
C37 -4.438899 7.064223 2.621498  -0.059
C38 -4.453584 5.599171 2.954714  -0.471
C39 -3.472849 5.244337 4.061841  -0.193
O10 -2.143290 5.410953 3.625108  -0.200
C40 -1.171845 4.935821 4.503815  -0.084
N10 -5.811315 5.157957 3.137519  0.059
H100 -5.025374 7.260100 1.712094  0.085
H101 -3.387018 7.370459 2.415303  0.079
H102 -4.864732 7.667375 3.460376  0.093
H103 -4.135337 5.093167 2.039309  0.120
H104 -3.590851 4.185752 4.311582  0.101
H105 -3.653472 5.743812 4.993618  0.125
H106 -1.302133 5.403741 5.440892  0.078
H107 -0.226921 5.127002 4.025681  0.086
H108 -1.199465 3.829477 4.649707  0.080
H109 -5.789722 4.189648 3.396975  0.043
H110 -6.188794 5.638607 3.954161  0.089
C41 -2.459356 -0.685236 -7.225971  -0.040
C42 -1.135784 -1.137516 -7.869713  -0.398
C43 -1.344399 -1.180388 -9.401895  -0.203
O11 -0.204304 -1.764500 -9.973107  -0.196
C44 -0.293544 -1.959182 -11.337773  -0.133
N11 -0.016032 -0.305398 -7.430279  0.072
H111 -3.229755 -1.393391 -7.466900  0.080
H112 -2.645899 0.308283 -7.568205  0.065
H113 -2.303166 -0.610893 -6.130767  0.064
H114 -1.000644 -2.143927 -7.493011  0.112
H115 -1.553242 -0.170730 -9.784261  0.129
H116 -2.206237 -1.776997 -9.781834  0.131
H117 0.629576 -2.444216 -11.680775  0.093
H118 -0.354960 -0.979918 -11.823851  0.090
H119 -1.142485 -2.602700 -11.613831  0.090
H120 -0.208162 0.658574 -7.685584  0.048
H121 0.780152 -0.587528 -7.961862  0.060
C45 -1.856255 -3.300767 8.361727  -0.065
C46 -0.813997 -2.795155 7.430277  -0.501
C47 0.285602 -3.786820 7.296955  -0.223
O12 1.234011 -3.407279 6.323129  -0.232
C48 2.146471 -4.462476 6.117241  -0.101
N12 -1.340043 -2.516171 6.107791  0.087
H122 -2.628219 -2.550063 8.564202  0.076
H123 -1.406749 -3.635849 9.330451  0.098
H124 -2.320147 -4.180002 7.919126  0.082
H125 -0.406074 -1.884627 7.923490  0.119
H126 -0.180001 -4.714297 6.938024  0.133
H127 0.822354 -3.923716 8.273226  0.148
H128 2.699048 -4.701390 7.038452  0.097
H129 2.903278 -4.175386 5.366896  0.083
H130 1.551404 -5.282231 5.729960  0.088
H131 -0.575693 -2.115493 5.564651  0.051
H132 -1.992854 -1.728917 6.185577  0.053
C49 -1.035264 -3.057687 0.620192  -0.035
C50 -1.217429 -3.612219 2.005814  -0.422
C51 0.070010 -3.572936 2.789378  -0.184
O13 0.608205 -2.263391 2.860337  -0.202
C52 1.969278 -2.203355 3.281878  -0.080
N13 -2.327552 -2.919803 2.706335  0.045
H133 -0.042238 -3.307867 0.269939  0.066
H134 -1.017016 -1.953734 0.665854  0.066
H135 -1.834136 -3.325595 -0.084109  0.062
H136 -1.550848 -4.677696 1.916116  0.111
H137 0.807204 -4.213471 2.214702  0.117
H138 -0.153925 -3.934854 3.810339  0.123
H139 2.181135 -2.434824 4.347582  0.073
H140 2.398697 -1.199486 3.108122  0.079
H141 2.590906 -2.874324 2.664565  0.081
H142 -2.286290 -1.876903 2.620422  0.071
H143 -2.144293 -3.056931 3.713444  0.058
C53 3.571961 5.424211 3.092152  -0.045
C54 4.806393 6.172082 2.549125  -0.433
C55 5.226713 7.340074 3.494699  -0.270
O14 4.136838 8.049249 3.855603  -0.184
C56 4.443584 9.203295 4.578475  -0.101
N14 6.032932 5.449475 2.292996  0.029
H144 3.329077 4.614400 2.405964  0.055
H145 2.662928 6.025910 3.156050  0.052
H146 3.798845 5.024705 4.119376  0.092
H147 4.534507 6.730054 1.652526  0.134
H148 5.981945 7.869035 2.960774  0.110
H149 5.711951 6.881566 4.401698  0.139
H150 4.552664 9.057820 5.636641  0.076
H151 3.611103 9.888510 4.506279  0.087
H152 5.409878 9.629970 4.312578  0.090
H153 5.881053 4.800478 1.486256  0.058
H154 6.243581 4.844672 3.109032  0.080
C57 -0.011842 2.201262 0.388088  -0.044
C58 -0.075229 0.713841 0.651025  -0.434
C59 1.254135 -0.001089 0.348549  -0.161
O15 1.863021 0.350794 -0.919966  -0.227
C60 1.054097 -0.109001 -2.082262  -0.060
N15 -0.479026 0.530689 2.057416  0.082
H155 0.538813 2.448793 -0.577682  0.088
H156 0.444127 2.701291 1.243876  0.082
H157 -1.048910 2.577684 0.207428  0.073
H158 -0.820788 0.296735 -0.011179  0.097
H159 1.057172 -1.089089 0.287889  0.103
H160 1.979801 0.178322 1.129477  0.111
H161 1.596468 0.090877 -3.023770  0.068
H162 0.098642 0.387883 -2.089031  0.062
H163 0.889386 -1.169732 -1.962145  0.072
H164 0.212334 1.041181 2.608002  0.038
H165 -0.245670 -0.447943 2.321870  0.058
C61 -4.623144 -3.404395 -0.859778  -0.048
C62 -4.928798 -4.661760 0.006557  -0.381
C63 -4.802670 -5.899305 -0.888301  -0.212
O16 -5.820879 -5.882078 -1.885264  -0.183
C64 -5.668054 -6.937988 -2.764547  -0.133
N16 -3.910037 -4.794401 1.042669  0.026
H166 -5.393240 -3.286383 -1.630145  0.086
H167 -3.636463 -3.540120 -1.333163  0.053
H168 -4.560411 -2.503355 -0.232647  0.070
H169 -5.941128 -4.617328 0.490911  0.148
H170 -4.878353 -6.881819 -0.394282  0.126
H171 -3.815734 -5.867329 -1.367106  0.098
H172 -5.729782 -7.835997 -2.143635  0.085
H173 -4.701901 -6.916787 -3.355236  0.098
H174 -6.498689 -7.026097 -3.442281  0.081
H175 -3.654190 -4.016624 1.650335  0.040
H176 -4.008197 -5.605946 1.609269  0.072
C65 -0.963107 -6.835784 -1.910252  -0.066
C66 -1.558814 -7.533573 -0.724538  -0.477
C67 -0.885228 -8.879803 -0.515977  -0.230
O17 -1.660952 -9.586465 0.431653  -0.193
C68 -1.091731 -10.848381 0.769319  -0.114
N17 -1.473651 -6.710538 0.478719  0.057
H177 0.143898 -6.970283 -1.908471  0.088
H178 -1.190548 -5.750472 -1.817823  0.070
H179 -1.421146 -7.195728 -2.851567  0.088
H180 -2.619931 -7.821714 -0.850501  0.125
H181 0.089297 -8.659734 -0.011918  0.122
H182 -0.587679 -9.469556 -1.438118  0.146
H183 0.017718 -10.879761 0.956712  0.098
H184 -1.276362 -11.595319 -0.050366  0.096
H185 -1.606066 -11.226203 1.624047  0.069
H186 -1.780057 -7.257199 1.280119  0.076
H187 -2.143350 -5.918224 0.431981  0.033
C69 -0.340880 6.205292 -1.413848  -0.070
C70 -0.599825 5.843042 -0.012204  -0.452
C71 -0.360327 7.027025 0.905014  -0.228
O18 1.042627 7.246533 0.968753  -0.202
C72 1.361891 8.209593 2.035200  -0.061
N18 -1.957254 5.287808 0.150103  0.073
H188 -0.498424 5.385651 -2.096712  0.062
H189 0.620302 6.616445 -1.690874  0.079
H190 -1.070121 7.013566 -1.651599  0.100
H191 0.071381 5.107190 0.381004  0.105
H192 -0.808134 6.905913 1.906192  0.104
H193 -0.918494 7.913864 0.503950  0.134
H194 0.939971 7.831218 2.944485  0.073
H195 0.950168 9.202273 1.720745  0.099
H196 2.454788 8.247282 1.942946  0.078
H197 -2.683619 5.835409 -0.311800  0.077
H198 -2.210670 5.178928 1.124216  0.038
C73 -4.729421 2.923678 -1.621483  -0.047
C74 -3.546877 2.654785 -2.547317  -0.454
C75 -3.870648 1.567689 -3.664404  -0.210
O19 -4.196931 0.294828 -3.243225  -0.177
C76 -3.085317 -0.471498 -2.734066  -0.064
N19 -3.178332 3.827790 -3.271847  0.038
H199 -4.496588 3.375327 -0.693779  0.046
H200 -5.138174 1.947806 -1.519415  0.061
H201 -5.469070 3.530027 -2.138242  0.084
H202 -2.766514 2.250523 -1.873197  0.117
H203 -3.008751 1.523770 -4.397875  0.116
H204 -4.797941 1.935359 -4.149394  0.136
H205 -3.469189 -1.438241 -2.434311  0.068
H206 -2.626730 -0.036256 -1.873158  0.052
H207 -2.262717 -0.552001 -3.475122  0.073
H208 -2.789021 4.440619 -2.508096  0.073
H209 -2.312372 3.768238 -3.842590  0.055

Forces on the atoms, in the same order (eV/Å):
C 0.3415 -1.3777 0.3601
C 0.2829 0.4934 -0.5000
C 1.5188 1.3280 -0.2583
O -0.2927 -0.2720 0.6032
C -0.1453 -0.3530 1.0723
N 0.6230 0.7370 -0.1391
H -0.0263 0.0260 -0.2434
H -0.1867 0.1530 0.0933
H 0.0690 0.4389 0.1216
H -1.2601 -0.1373 0.2421
H -0.1570 -0.4394 0.1645
H -0.2114 -0.3119 -0.1077
H -0.0467 0.1995 -0.7868
H 0.0781 0.4969 -0.5120
H -0.0547 -0.1735 -0.3820
H -0.2693 -0.6237 0.5249
H -0.1624 -0.1160 -0.2003
C -0.5040 -0.4044 -0.3528
C -1.3813 -0.7381 0.3789
C 0.0391 -0.0365 -1.7591
O 0.2093 0.5785 -0.7299
C -0.4063 -0.3911 0.7458
N -0.7927 1.3275 0.2126
H -0.4227 -0.0251 0.8638
H 0.2845 0.5596 0.0322
H 0.6269 0.1480 0.1676
H 0.3295 0.3544 -0.5103
H 0.3045 -0.5408 1.1149
H -0.0666 -0.1307 0.2678
H -0.0452 0.1354 -0.3326
H 0.6633 0.3180 0.1673
H -0.2275 0.2218 -0.0922
H 0.3012 -1.0217 0.4229
H 1.1944 -0.4197 -0.4687
C 1.1707 -0.6965 0.3177
C 1.9896 1.2372 -0.0158
C -0.4376 -0.5681 -1.8310
O -0.8038 1.0586 0.5901
C -0.4239 -0.0482 -0.5048
N -0.2256 0.3950 -0.0747
H -0.4678 0.2416 0.1142
H -0.3311 -0.2586 0.2849
H -0.2928 0.2389 -0.0840
H -0.7655 0.1013 -0.9042
H -0.6740 -0.3539 0.6071
H 0.6423 -0.4350 0.9341
H 0.4403 0.3228 0.2686
H 0.2396 0.1713 0.3586
H 0.2416 -0.5305 -0.0793
H -0.3072 -1.0130 -0.2498
H 0.1367 0.1152 0.2183
C -0.1578 -0.3565 -0.4419
C -0.7364 0.6074 0.0858
C -0.1825 -0.2958 -0.6125
O 0.9632 0.3239 0.2620
C -0.5838 -0.9267 -0.5884
N -1.6686 0.7225 1.0176
H -0.0809 0.1835 0.0981
H 0.0815 -0.3123 0.1516
H 0.3815 -0.0259 -0.2434
H 0.0346 0.4588 -0.5060
H -0.2088 0.0092 -0.2521
H 0.3982 -0.3582 0.4425
H 0.4900 -0.0663 0.2940
H 0.1894 0.1760 0.0538
H -0.1553 0.5495 0.5119
H 0.9227 -0.2302 -0.7074
H 0.3608 -0.6458 0.1777
C -0.4520 0.0126 -0.2242
C 0.2952 1.0367 -0.7461
C -0.1665 -0.6647 -0.6455
O 0.2728 -0.0873 -0.1589
C -1.1733 0.2274 1.2259
N 0.9031 -0.8605 -0.3455
H -0.5155 0.0721 0.4553
H 0.0981 0.0314 0.2274
H -0.0334 -0.1931 0.0767
H 0.5019 0.4617 0.0370
H 0.6920 0.0691 0.1145
H -0.4710 0.4134 0.6359
H 0.3129 0.0821 -0.1506
H 0.6860 -0.5804 -0.4958
H -0.1298 0.4161 -0.3053
H -0.8266 -0.2807 0.0059
H -0.0618 -0.1416 0.2127
C -0.5186 0.8313 0.1971
C -0.1147 -1.2945 -0.5362
C 0.4997 -1.6411 0.1452
O 0.3239 0.2303 0.5741
C 0.5220 1.4949 0.6218
N 0.2686 0.0169 0.7519
H 0.2709 0.0747 -0.1309
H -0.0008 0.3347 0.1153
H -0.4432 -0.2704 -0.2041
H 0.0522 0.1956 0.0809
H 0.1201 0.2233 0.4061
H -0.7849 0.1810 -0.9689
H -0.0966 -0.2619 -0.1536
H -0.3646 -0.8011 -0.2986
H -0.3041 -0.1911 -0.0546
H -0.3777 0.3847 -0.6149
H 0.9249 0.2290 0.2873
C -0.1127 -0.6313 -0.7643
C 0.5127 0.2404 0.7668
C -0.9784 -1.3357 -0.3872
O 0.1435 0.6783 -1.6897
C 0.2992 0.7489 0.8518
N -1.1794 0.0427 0.5419
H 0.1848 0.3055 0.0498
H -0.2981 0.6817 0.0259
H 0.1442 0.4343 0.3933
H 0.7975 0.1447 0.0938
H 0.0401 -0.3143 -0.0924
H 0.1059 -0.3705 -0.1340
H 0.1678 -0.0821 0.5130
H -0.3211 0.1528 -0.1463
H 0.1603 -0.4138 0.4132
H 0.1002 0.6025 -0.4434
H 0.3385 -0.8262 0.1750
C 1.1081 -0.4208 0.1973
C -2.1107 0.9556 0.3637
C 0.5530 0.6044 -1.7304
O 1.1979 0.5376 0.4277
C 0.1058 -1.5979 -0.6854
N -1.3966 -0.1237 0.9735
H -0.1869 -0.9219 0.1358
H 0.2420 0.1636 -0.4920
H 0.4875 0.4556 0.2749
H -0.2343 -0.8346 -0.1355
H -0.0216 -0.2056 0.1126
H 0.1422 0.6773 0.1301
H -0.5676 0.4375 0.2458
H 0.1848 0.7840 1.3036
H -0.6145 -0.2590 -0.5708
H 0.3066 -0.0474 -0.4192
H 0.9156 0.0532 -0.2712
C -0.1211 -0.5616 -0.5934
C 0.4036 0.8778 1.2009
C -0.7363 -0.0335 -1.8015
O -0.5246 -0.2047 1.5759
C -0.4563 0.6020 0.0047
N -0.8476 -0.3633 -0.6639
H 0.0302 -0.0378 -0.1251
H 0.1348 -0.3469 0.4562
H -0.0914 0.2188 0.0294
H -0.0693 0.0550 -0.2431
H 0.6021 -0.5079 0.1536
H 0.4117 -0.2629 -0.0081
H -0.2847 0.2739 -0.2500
H -0.0683 -0.4200 0.0079
H 0.7675 0.2738 -0.1729
H 0.1204 0.3447 0.2862
H 0.5416 -0.0345 0.0544
C 0.4569 0.9948 0.0082
C 0.5170 0.2090 -0.9892
C 0.2818 -1.3120 -0.3620
O -0.6052 0.4626 -0.9528
C -0.0664 -1.4704 -0.7748
N -0.3135 0.4037 1.0297
H 0.0853 -0.0597 0.3437
H -0.7357 0.0277 0.2909
H 0.3903 -0.2993 -0.5691
H 0.3915 -0.2412 0.0782
H -0.2281 -0.3185 0.0090
H -0.2005 0.8718 0.6170
H 0.3119 0.6289 1.3315
H 0.5269 0.3719 0.1474
H -0.3545 0.5143 -0.0971
H -0.2331 -0.6706 0.0823
H -0.2136 -0.0196 -0.1345
C 1.7740 0.0338 0.8187
C -1.5319 -0.0952 -0.1902
C -0.2361 -0.4560 0.0026
O 0.6631 -0.0272 0.9028
C 0.3959 0.0648 -0.7559
N -0.7435 -0.0525 -0.0467
H -0.5562 -0.0661 -0.0340
H -0.6923 0.7546 -0.3348
H -0.2994 -0.1303 -0.5311
H 0.4388 -0.3610 -0.2577
H 0.4087 0.2125 0.0178
H 0.0431 0.1130 0.8961
H -0.2235 0.0863 0.1531
H -0.2423 -0.0970 -0.3745
H -0.0156 0.2018 0.0026
H -0.0257 0.2059 -0.1329
H 0.8133 -0.0973 -0.4760
C -0.4403 -0.8738 1.0288
C 0.6282 1.4288 0.3646
C 0.6640 -0.7551 0.3745
O 0.3489 0.7161 0.1267
C 0.4058 0.4162 -0.3442
N -0.2035 0.8871 -0.2347
H 0.1455 -0.1431 -0.0427
H -0.3310 0.4281 -0.6557
H -0.2854 -0.0857 -0.0152
H -0.0494 -0.3396 -0.2922
H 0.0901 -0.2928 0.3626
H -0.5694 -0.1810 -0.5813
H -0.3170 -0.2281 -0.1031
H -0.4769 0.0323 0.2211
H 0.3224 -0.7110 0.0520
H 0.0021 -0.2733 -0.1377
H -0.2394 -0.3175 -0.0714
C -0.0856 1.1196 -0.2732
C -1.0074 0.0220 0.1145
C 0.8935 -0.8909 -0.3360
O 0.2891 0.5008 0.3646
C 1.0473 -0.1176 -0.2746
N 0.4067 0.9909 0.8739
H 0.1270 -0.4251 -0.4773
H -0.1601 -0.2853 0.0478
H 0.3423 -0.1821 0.2334
H 0.6450 0.7668 0.2486
H -0.6499 0.3792 0.9793
H 0.4632 -0.1619 -0.2448
H -0.7398 0.0012 -0.4681
H -0.7364 -0.1887 -0.0427
H -0.3110 -0.0157 0.1471
H 0.2417 -1.1716 -0.2507
H -0.5053 -0.0453 -0.3836
C 0.6688 -0.4298 0.3796
C -0.3875 1.8386 0.9482
C 0.8249 -3.3897 0.3920
O -1.4075 1.3497 0.2356
C 0.0246 0.4033 0.3669
N -0.2029 -1.8389 -0.4161
H 0.0891 -0.2822 0.0826
H 0.3385 0.2681 0.0398
H -0.2338 0.1952 -0.8715
H -0.1680 -0.4278 -0.4295
H 0.6254 0.9407 -0.3580
H -0.1050 0.2551 -0.4357
H -0.0146 -0.7829 0.8843
H -0.0242 0.4078 -0.4674
H -0.1126 0.3362 -0.6459
H 0.1166 0.6335 0.8984
H -0.1130 0.4792 -0.6730
C -0.4730 0.5622 -1.7299
C 0.6971 0.3353 0.1608
C -0.3532 -0.6546 -1.3902
O -0.8900 -0.2223 -0.7635
C 1.3879 0.5005 1.4279
N 0.5470 -1.0678 0.0067
H -0.4253 -0.3401 1.3006
H 0.0806 0.2588 -0.1554
H 0.7427 0.0058 0.5018
H -0.4741 -0.3136 -0.0734
H 0.0817 0.2403 0.4100
H 0.3282 0.2603 0.1430
H -0.1183 -0.0225 0.7450
H -0.4303 0.3138 -0.0991
H -0.0638 -0.4776 -0.1625
H -0.0653 0.1148 -0.0335
H -0.4666 0.5410 -0.1493
C -0.1993 -0.5299 0.6099
C -0.0312 0.2664 0.4329
C -0.6115 0.0464 -0.4772
O 0.1997 1.2511 0.2106
C 0.7926 -1.0464 -0.0290
N 0.7291 0.0761 -0.5843
H 0.2206 0.0791 0.1622
H -0.3392 -0.0205 0.0512
H -0.1518 -0.2058 -0.1698
H 0.5012 0.0900 -0.8313
H 0.0881 0.3046 0.4940
H 0.0786 0.0403 -0.0384
H 0.4558 -0.5674 -0.2936
H -0.8163 0.0187 0.6465
H -0.3711 0.4906 -0.3598
H -0.4817 0.3090 -0.3051
H -0.4121 -0.6461 0.3839
C -0.0063 0.8597 -0.4357
C -0.9854 -1.0928 0.2189
C 1.5613 0.2432 0.8414
O 0.5744 -0.9340 -0.0549
C 0.3572 -0.6058 -1.3375
N 0.1551 0.3679 0.2621
H -0.7093 0.1843 -0.1807
H 0.2829 -0.5340 -0.2374
H 0.4878 0.1122 0.3600
H 0.1610 0.2902 -0.6389
H -0.2056 -0.0586 -0.3715
H -0.9781 0.5674 0.6845
H -0.8994 0.6024 -0.0807
H 0.1647 0.6321 0.4314
H -0.3100 -0.0808 0.7278
H 0.0777 -0.0740 -0.0986
H 0.4444 -0.5582 -0.1766
C -0.7758 1.0338 -1.5267
C -0.7673 0.0099 1.8289
C -0.2923 0.9980 -0.1854
O -0.6607 0.8029 1.0693
C 0.2480 -0.1936 -3.1846
N -0.0620 -0.0263 -0.5887
H -0.2947 -0.4383 -0.2097
H 0.4370 0.0503 0.6156
H 0.2525 -0.4695 -0.2020
H 0.5413 -0.8186 -0.1147
H 0.3288 -0.4867 -0.0549
H 0.5282 -0.2085 0.0060
H 0.1084 0.1043 0.8016
H 0.1330 -0.6319 0.5985
H -0.3716 0.1373 0.8894
H 0.3453 0.0620 0.1494
H 0.1585 0.0611 0.0697
C -0.1236 -0.3946 -2.0717
C 0.0855 -1.8924 -0.3982
C 0.0539 1.6107 0.0220
O 0.6836 -1.4934 1.0346
C -0.3652 0.4299 -1.0278
N 2.1144 2.4494 0.9972
H 0.4969 0.3555 0.9896
H -0.7783 -0.8164 0.8438
H -0.1024 0.1680 -0.1019
H 0.2396 0.0485 -0.3459
H -0.7852 0.2612 0.5389
H 0.6656 -0.0401 -0.1542
H -0.0365 -0.2185 -0.2436
H 0.1355 0.6249 0.8776
H -0.5270 -0.1555 0.0064
H -0.8650 -0.1281 -0.9535
H -0.8567 -0.7850 0.1607